Here is one molecule with the formula C4H13N3 from the OMol25 dataset. Energies are from ωB97M-V with the def2-TZVPD basis set.

Values from the calculation:
Charge   0
HOMO   -0.3165 Ha
SMILES   NCCCNCN
E_tot   -8828.458 eV
Relative energy (zero: lowest compared OMol25 entry of this formula, charge and spin)   92.1 kJ/mol

The geometry in XYZ format:
```
20
Properties=species:S:1:pos:R:3:forces:R:3
C -0.07930 -1.03351 0.42736 -0.3 -1.0 0.5
C 1.31065 -0.40821 0.36190 0.2 -1.0 0.8
C 1.78817 -0.07609 -1.04905 -0.1 0.6 -0.1
N 2.76790 0.99534 -1.18899 0.1 -0.1 -0.2
N -1.08261 -0.31234 -0.34699 -0.3 0.0 0.6
C -2.42871 -0.26764 0.27878 0.6 0.1 -0.5
N -2.79724 0.98660 0.87786 -0.3 0.6 0.0
H -0.40879 -1.19448 1.47273 0.3 0.8 0.1
H -0.05697 -2.09722 0.14577 0.2 0.2 -0.7
H 1.99885 -1.13679 0.80443 0.1 -0.1 0.0
H 1.34890 0.39790 1.10055 0.0 0.6 -0.6
H 0.92180 0.19939 -1.63263 -0.2 0.2 -0.3
H 2.18589 -0.95722 -1.55760 0.0 -0.1 0.3
H 3.60459 0.82056 -0.65359 0.1 0.0 0.1
H 2.40697 1.90520 -0.93435 -0.1 -0.1 0.1
H -0.79469 0.65433 -0.43242 0.1 0.0 -0.1
H -3.13362 -0.49101 -0.51070 -0.4 0.0 0.0
H -2.52235 -1.04099 1.03388 0.1 -0.3 0.1
H -2.17740 1.32097 1.60409 0.1 -0.4 0.1
H -2.85204 1.73520 0.19896 -0.1 -0.1 -0.1
```
Forces are in eV/Å.

Atom charges from the Mulliken analysis, given in e for atoms 1 to 2: C -0.556; C -0.626